Entry 1:
ORCA calculation (ωB97M-V with the def2-TZVPD basis set) on C23H44BrClF4N2O6V as an isolated structure in a non-equilibrium geometry.

Largest force on an atom ... 5.635 eV/Å
LUMO energy ... -4.1 eV
Kohn-Sham gap ... 1.18 eV
HOMO level ... -5.28 eV
Total charge ... -1

```
82
C23H44BrClF4N2O6V | the OMol25 dataset | ωB97M-V with the def2-TZVPD basis set
C -3.087 5.559 -4.271
O -3.880 4.348 -4.367
C -4.682 4.178 -3.148
C -4.044 3.057 -2.160
C -4.610 3.190 -0.669
C -4.089 2.074 0.355
C -3.274 2.695 1.628
C -4.362 3.404 2.548
O -4.325 3.119 3.806
O -5.305 4.316 2.151
N -2.210 3.567 1.063
C -0.873 2.910 1.123
C -0.793 1.454 0.464
C -0.857 1.421 -1.135
Cl 0.111 2.732 -1.977
C -2.063 4.871 1.746
O -2.967 5.915 1.255
C -2.465 6.531 0.102
F -2.203 5.653 -0.974
F -3.504 7.398 -0.367
F -1.362 7.412 0.358
H -2.664 5.850 -5.306
H -2.157 5.429 -3.596
H -3.718 6.471 -3.946
H -5.730 3.868 -3.519
H -4.750 5.170 -2.561
H -2.908 3.279 -2.157
H -4.138 1.999 -2.603
H -4.340 4.247 -0.300
H -5.758 3.088 -0.739
H -3.523 1.205 -0.135
H -5.031 1.591 0.824
H -2.889 1.780 2.214
H -0.625 2.777 2.249
H -0.019 3.523 0.681
H -1.551 0.701 0.872
H 0.246 1.031 0.753
H -0.384 0.407 -1.458
H -1.905 1.430 -1.577
H -2.057 4.805 2.900
H -1.001 5.252 1.485
O -1.421 -3.389 -1.871
V -2.300 -1.884 -1.819
O -3.172 -0.377 -1.763
C 3.923 -5.898 3.104
C 4.501 -5.322 1.822
C 4.682 -3.800 1.863
C 3.449 -2.897 1.823
N 2.632 -2.826 0.523
C 1.551 -3.900 0.431
C 0.462 -3.455 1.388
C 0.493 -1.936 1.366
C 1.750 -1.544 0.608
C 3.500 -2.686 -0.740
C 3.936 -3.994 -1.405
C 5.444 -4.097 -1.607
H 2.953 -5.457 3.346
H 3.787 -6.975 3.000
H 4.603 -5.728 3.943
H 3.862 -5.658 0.952
H 5.482 -5.776 1.657
H 5.377 -3.485 1.085
H 5.208 -3.568 2.798
H 3.805 -1.878 1.994
H 2.763 -3.141 2.638
H 1.185 -3.909 -0.600
H 1.957 -4.874 0.695
H 0.663 -3.816 2.401
H -0.515 -3.851 1.103
H 0.500 -1.530 2.382
H -0.386 -1.531 0.870
H 2.319 -0.736 1.070
H 1.478 -1.254 -0.408
H 4.332 -2.026 -0.481
H 2.890 -2.158 -1.474
H 3.487 -4.016 -2.404
H 3.566 -4.885 -0.909
H 5.870 -3.151 -1.953
H 5.669 -4.865 -2.356
H 5.960 -4.390 -0.690
Br 3.903 -7.115 0.038
F 5.714 -6.045 -3.998
```

=====

Entry 2:
ORCA calculation (ωB97M-V with the def2-TZVPD basis set) on a 3-piece molecular cluster, C23H44BrIN4O3SSi overall.

<S²> ... 2.008
Largest force on an atom ... 0.604 eV/Å
LUMO energy (spin up / spin down) ... 0.5 / 0.5 eV
Relative energy (zero: lowest compared OMol25 entry of this formula, charge and spin) ... 0.0 kcal per mole
Kohn-Sham gap (spin up / spin down) ... 8.35 / 9.54 eV
Multiplicity ... 3
HOMO level (spin up / spin down) ... -7.80 / -9.06 eV
Total charge ... 0

```
78
C23H44BrIN4O3SSi | the OMol25 dataset | ωB97M-V with the def2-TZVPD basis set
C 2.217 -2.381 0.138
Si 3.002 -1.202 -1.054
Br 2.140 -1.462 -3.088
I 5.379 -1.811 -1.261
C 3.001 0.580 -0.495
C 1.692 1.217 -0.022
S 0.343 1.319 -1.237
C -0.541 -0.115 -0.795
N -0.795 -0.563 0.391
N -1.507 -1.742 0.220
C -1.653 -1.887 -1.044
O -1.064 -0.914 -1.760
H 2.906 -2.577 0.966
H 2.017 -3.334 -0.365
H 1.273 -1.996 0.533
H 3.470 1.180 -1.283
H 3.691 0.588 0.363
H 1.293 0.720 0.866
H 1.872 2.261 0.255
H -2.158 -2.674 -1.585
C -2.665 -6.921 4.514
C -1.418 -6.272 5.149
C -1.738 -5.551 6.469
C -2.423 -4.197 6.311
C -1.628 -3.300 5.366
C -1.399 -3.945 3.998
N -0.763 -5.292 4.221
O 0.510 -5.233 4.357
C -2.721 -4.016 3.224
C -0.440 -3.110 3.162
C -0.425 -7.393 5.438
H -3.121 -6.325 3.735
H -2.393 -7.872 4.053
H -3.424 -7.124 5.271
H -0.798 -5.399 7.007
H -2.346 -6.222 7.081
H -3.452 -4.320 5.961
H -2.490 -3.719 7.290
H -2.136 -2.345 5.213
H -0.656 -3.078 5.817
H -2.600 -4.585 2.301
H -3.007 -3.001 2.950
H -3.543 -4.440 3.794
H 0.497 -2.924 3.680
H -0.909 -2.153 2.932
H -0.219 -3.607 2.217
H -0.074 -7.847 4.512
H -0.941 -8.156 6.025
H 0.438 -7.044 5.997
C 1.089 7.638 -3.951
C 1.660 6.211 -3.830
C 2.306 5.721 -5.136
C 1.324 5.286 -6.217
C 0.339 4.259 -5.665
C -0.413 4.769 -4.435
N 0.607 5.220 -3.420
O 1.065 4.261 -2.703
C -1.397 5.873 -4.838
C -1.226 3.645 -3.805
C 2.729 6.244 -2.744
H 0.025 7.673 -4.142
H 1.250 8.181 -3.019
H 1.591 8.189 -4.747
H 2.949 4.868 -4.895
H 2.961 6.513 -5.504
H 0.797 6.150 -6.634
H 1.881 4.843 -7.044
H -0.396 3.977 -6.423
H 0.885 3.351 -5.393
H -1.850 6.332 -3.959
H -2.192 5.418 -5.429
H -0.956 6.653 -5.453
H -0.610 2.778 -3.585
H -2.010 3.348 -4.503
H -1.694 3.977 -2.877
H 2.288 6.463 -1.771
H 3.434 7.041 -2.991
H 3.272 5.306 -2.671
```

=====

Entry 3:
ORCA calculation (ωB97M-V with the def2-TZVPD basis set) on C23H44ClIInO3S as an isolated structure in a non-equilibrium geometry.

Largest force on an atom ... 3.329 eV/Å
LUMO energy ... -12.6 eV
Kohn-Sham gap ... 3.88 eV
HOMO level ... -16.45 eV
Total charge ... +3

```
74
C23H44ClIInO3S | the OMol25 dataset | ωB97M-V with the def2-TZVPD basis set
C 5.987 2.389 0.408
C 5.721 0.996 -0.204
C 4.221 0.701 -0.360
C 3.878 -0.170 -1.570
C 4.293 -1.635 -1.398
C 3.152 -2.628 -1.157
C 2.495 -2.495 0.210
C 1.688 -3.783 0.504
C 0.529 -3.609 1.502
C -0.861 -3.702 0.880
C -1.939 -3.565 1.957
C -2.045 -2.232 2.705
C -1.683 -1.000 1.863
C -2.417 0.267 2.342
C -3.587 0.770 1.461
C -3.457 2.220 0.977
C -2.863 2.317 -0.456
C -3.984 1.866 -1.421
C -3.601 0.777 -2.338
C -4.789 0.071 -2.997
I -2.508 1.894 -3.816
C -1.530 1.580 -0.599
C -0.394 2.121 0.277
O -0.682 3.363 0.958
S -1.185 4.510 0.020
O -1.727 5.547 0.797
O -0.205 4.841 -0.948
C -2.601 3.760 -0.867
Cl -2.163 3.759 -2.650
H 6.481 3.051 -0.294
H 5.059 2.860 0.704
H 6.594 2.308 1.303
H 6.209 0.981 -1.198
H 6.157 0.253 0.464
H 3.856 0.238 0.553
H 3.730 1.661 -0.502
H 4.423 0.255 -2.412
H 2.816 -0.116 -1.803
H 4.758 -1.952 -2.332
H 5.054 -1.746 -0.625
H 2.432 -2.547 -1.971
H 3.600 -3.614 -1.255
H 1.874 -1.605 0.294
H 3.298 -2.475 0.943
H 2.383 -4.520 0.888
H 1.334 -4.185 -0.443
H 0.653 -2.712 2.104
H 0.625 -4.441 2.196
H -0.928 -4.700 0.453
H -0.995 -3.030 0.032
H -1.734 -4.356 2.672
H -2.912 -3.798 1.527
H -1.428 -2.242 3.597
H -3.078 -2.078 3.000
H -1.913 -1.184 0.813
H -0.615 -0.804 1.936
H -1.729 1.096 2.468
H -2.855 0.059 3.312
H -3.735 0.115 0.599
H -4.502 0.729 2.039
H -4.461 2.634 0.898
H -2.944 2.846 1.698
H -4.869 1.570 -0.866
H -4.316 2.685 -2.051
H -2.996 -0.009 -1.904
H -4.467 -0.715 -3.673
H -5.329 -0.405 -2.183
H -5.437 0.770 -3.514
H -1.690 0.545 -0.322
H -1.173 1.584 -1.624
H -0.179 1.401 1.052
H 0.526 2.235 -0.288
H -3.479 4.389 -0.751
In 8.158 0.040 -1.610
```

=====

Entry 4:
ORCA calculation (ωB97M-V with the def2-TZVPD basis set) on C23H44GeN5O7P2Ti as an isolated structure in a non-equilibrium geometry.

<S²> ... 2.018
Largest force on an atom ... 1.138 eV/Å
LUMO energy (spin up / spin down) ... -3.3 / -4.0 eV
Relative energy (zero: lowest compared OMol25 entry of this formula, charge and spin) ... 54.2 kcal per mole
Kohn-Sham gap (spin up / spin down) ... 7.07 / 7.91 eV
Multiplicity ... 3
HOMO level (spin up / spin down) ... -10.40 / -11.93 eV
Total charge ... +1

```
83
C23H44GeN5O7P2Ti | the OMol25 dataset | ωB97M-V with the def2-TZVPD basis set
Ti 0.425 -0.446 0.192
C 0.583 -2.500 -4.507
C 0.467 -2.004 -3.102
N 1.192 -1.159 -2.504
C 2.172 -0.308 -3.117
C 2.349 0.874 -2.159
N 1.086 1.158 -1.430
C 1.119 2.483 -0.796
C 1.957 2.397 0.462
N 1.372 1.378 1.346
C 0.740 1.934 2.578
C -0.534 2.650 2.343
N -1.390 0.361 0.323
C -1.887 -0.822 0.681
C -2.625 -1.051 1.958
C -1.748 -1.950 -0.269
C -2.339 -3.205 -0.176
C -2.112 -4.084 -1.226
C -1.265 -3.734 -2.272
C -0.630 -2.499 -2.218
N -0.931 -1.629 -1.267
H 1.240 -1.870 -5.102
H -0.394 -2.557 -4.987
H 1.007 -3.508 -4.504
H 1.847 0.033 -4.107
H 3.128 -0.822 -3.243
H 2.666 1.764 -2.712
H 3.109 0.636 -1.421
H 0.314 1.118 -2.092
H 0.101 2.747 -0.524
H 1.502 3.248 -1.480
H 2.004 3.371 0.956
H 2.980 2.107 0.223
H 2.125 0.776 1.669
H 1.459 2.626 3.038
H 0.603 1.103 3.263
H -0.535 3.627 1.879
H -1.474 2.265 2.705
H -2.666 -0.137 2.543
H -2.104 -1.828 2.525
H -3.639 -1.415 1.772
H -2.940 -3.486 0.676
H -2.573 -5.063 -1.214
H -1.064 -4.426 -3.077
O 1.273 -1.697 4.299
P 0.845 -2.216 2.863
O -0.076 -3.351 2.874
O 0.456 -0.928 2.122
O 2.306 -2.562 2.185
P 2.403 -2.241 0.620
O 3.577 -3.141 0.109
O 1.026 -2.521 0.056
O 2.662 -0.781 0.346
H 1.163 -2.369 4.981
H 3.579 -4.051 0.430
C -5.946 -0.232 -3.673
C -5.538 -1.045 -2.451
C -4.963 -0.193 -1.323
C -3.660 0.512 -1.699
Ge -2.847 1.510 -0.217
C -2.346 3.350 -0.689
C -3.594 4.244 -0.736
C -4.614 3.885 -1.815
C -4.055 3.932 -3.230
H -6.439 -0.857 -4.417
H -5.087 0.234 -4.159
H -6.643 0.562 -3.397
H -4.798 -1.802 -2.737
H -6.404 -1.594 -2.074
H -4.793 -0.826 -0.444
H -5.711 0.545 -1.012
H -3.818 1.215 -2.519
H -2.938 -0.223 -2.064
H -3.750 1.519 1.028
H -1.814 3.375 -1.642
H -1.670 3.742 0.069
H -3.272 5.278 -0.888
H -4.082 4.224 0.242
H -5.447 4.588 -1.737
H -5.051 2.900 -1.616
H -3.614 4.909 -3.440
H -4.837 3.757 -3.969
H -3.277 3.184 -3.396
```

=====

Entry 5:
ORCA calculation (ωB97M-V with the def2-TZVPD basis set) on C23H44MoN3O2P2 as an isolated structure in a non-equilibrium geometry.

<S²> ... 2.090
Largest force on an atom ... 9.305 eV/Å
LUMO energy (spin up / spin down) ... -12.9 / -12.4 eV
Relative energy (zero: lowest compared OMol25 entry of this formula, charge and spin) ... 0.0 kcal per mole
Kohn-Sham gap (spin up / spin down) ... 4.69 / 5.19 eV
Multiplicity ... 3
HOMO level (spin up / spin down) ... -17.61 / -17.61 eV
Total charge ... +3

```
75
C23H44MoN3O2P2 | the OMol25 dataset | ωB97M-V with the def2-TZVPD basis set
Mo -0.418 0.303 -0.448
P -0.393 -1.751 -1.680
P -0.184 2.619 0.200
N 0.865 0.917 -2.157
C 1.179 -1.489 -2.630
H 1.857 -2.319 -2.389
H 0.936 -1.578 -3.700
C 1.885 -0.160 -2.382
H 2.527 -0.198 -1.490
H 2.493 0.142 -3.248
C 1.454 2.309 -2.102
H 0.870 2.953 -2.777
H 2.472 2.233 -2.513
C 1.449 2.830 -0.668
H 1.718 3.893 -0.659
H 2.217 2.288 -0.095
C -0.042 3.133 1.967
C 0.149 1.944 2.908
H 1.141 1.488 2.844
H -0.611 1.171 2.721
H 0.000 2.284 3.940
C -1.295 3.819 -0.649
C -2.773 3.612 -0.269
H -3.386 3.706 -1.176
H -3.114 4.362 0.453
H -2.972 2.613 0.149
C -1.696 -2.185 -2.905
C -2.984 -2.742 -2.274
H -3.799 -2.593 -2.996
H -3.266 -2.208 -1.356
H -2.931 -3.817 -2.060
C -0.161 -3.236 -0.620
C -1.290 -3.458 0.393
H -0.897 -4.115 1.180
H -2.149 -3.961 -0.067
H -1.656 -2.538 0.869
C -2.158 0.106 0.340
C -0.759 5.257 -0.500
H 0.087 5.352 0.194
H -0.413 5.611 -1.480
H -1.548 5.942 -0.172
C -1.168 -3.006 -4.101
H -1.906 -3.751 -4.419
H -1.033 -2.336 -4.959
H -0.213 -3.517 -3.922
C 0.090 -4.502 -1.440
H 0.297 -5.311 -0.730
H -0.786 -4.789 -2.035
H 0.953 -4.407 -2.107
C -1.234 3.936 2.492
H -2.155 3.352 2.391
H -1.081 4.102 3.565
H -1.377 4.911 2.018
H 0.872 3.748 1.970
H 0.762 -2.991 -0.066
H -1.199 3.538 -1.710
H -1.939 -1.170 -3.265
O -3.163 -0.080 0.947
H 0.227 0.901 -2.962
H -1.520 0.804 -1.570
N 2.805 -2.602 5.380
C 3.433 -1.961 4.349
O 4.643 -1.777 4.299
C 2.515 -1.500 3.249
C 1.128 -1.721 3.199
C 0.374 -1.218 2.140
N 0.961 -0.608 1.070
C 2.297 -0.330 1.131
C 3.086 -0.795 2.180
H 3.377 -2.914 6.149
H 1.805 -2.712 5.429
H 0.597 -2.278 3.971
H -0.721 -1.279 2.160
H 2.716 0.301 0.344
H 4.153 -0.579 2.154
```

=====

Entry 6:
ORCA calculation (ωB97M-V with the def2-TZVPD basis set) on C23H44N2O7P2Sr as an isolated structure.

Largest force on an atom ... 0.874 eV/Å
LUMO energy ... -1.0 eV
Relative energy (zero: lowest compared OMol25 entry of this formula, charge and spin) ... 9.9 kcal per mole
Kohn-Sham gap ... 5.97 eV
HOMO level ... -6.92 eV
Total charge ... 0

```
79
C23H44N2O7P2Sr | the OMol25 dataset | ωB97M-V with the def2-TZVPD basis set
Sr 2.215 -0.445 -0.056
C 1.233 1.622 1.430
C -0.035 1.064 1.742
C -0.919 1.437 0.677
C -0.120 2.106 -0.289
C 1.192 2.261 0.175
C 2.243 3.175 -0.433
C 3.634 2.902 0.146
C 1.863 4.629 -0.106
C 2.298 3.015 -1.955
C -2.448 1.629 0.658
C -2.860 2.405 1.919
C -3.307 0.363 0.551
C -2.878 2.495 -0.537
C -0.193 0.331 3.083
C 0.966 -0.669 3.266
C -1.468 -0.501 3.235
C -0.137 1.341 4.240
H 2.095 1.607 2.087
H -0.493 2.559 -1.196
H 3.643 3.028 1.230
H 4.356 3.607 -0.272
H 4.008 1.901 -0.089
H 1.805 4.772 0.974
H 0.888 4.875 -0.530
H 2.603 5.325 -0.510
H 2.628 2.014 -2.243
H 3.007 3.727 -2.386
H 1.322 3.200 -2.407
H -2.677 1.837 2.830
H -3.923 2.662 1.886
H -2.282 3.328 1.986
H -3.080 -0.374 1.314
H -3.159 -0.088 -0.432
H -4.366 0.622 0.636
H -2.433 3.487 -0.495
H -3.965 2.612 -0.526
H -2.599 2.038 -1.491
H 0.946 -1.444 2.490
H 0.879 -1.186 4.225
H 1.941 -0.181 3.255
H -1.561 -1.226 2.422
H -2.370 0.108 3.269
H -1.421 -1.062 4.171
H 0.800 1.898 4.215
H -0.212 0.833 5.206
H -0.951 2.063 4.168
O 4.159 0.024 -2.627
P 4.737 -1.114 -1.615
O 5.942 -1.752 -2.142
O 4.586 -0.477 -0.256
O 3.390 -2.101 -1.689
P 3.026 -3.389 -0.728
O 2.409 -4.411 -1.823
O 4.200 -3.964 -0.069
O 1.839 -2.851 0.053
H 4.521 -0.106 -3.511
H 3.112 -5.016 -2.090
C -1.769 -4.137 -2.271
C -0.488 -3.278 -2.391
N -0.697 -1.979 -1.768
C -1.025 -2.141 -0.353
C -2.344 -2.932 -0.198
N -2.807 -3.295 -1.586
C -3.080 -2.051 -2.385
C -1.753 -1.252 -2.451
H -1.625 -5.023 -1.654
H -2.183 -4.437 -3.233
H -0.224 -3.131 -3.438
H 0.349 -3.770 -1.907
H -1.106 -1.145 0.090
H -0.201 -2.669 0.122
H -3.143 -2.353 0.259
H -2.218 -3.867 0.348
H -3.668 -3.830 -1.513
H -3.876 -1.512 -1.875
H -3.435 -2.373 -3.363
H -1.869 -0.276 -1.979
H -1.463 -1.093 -3.489
```